(1)
{"formula": "C17H17F6IN2O6", "method": "ωB97M-V/def2-TZVPD", "species": ["C", "C", "H", "H", "N", "H", "N", "O", "O", "H", "F", "I", "C", "O", "O", "F", "H", "C", "H", "H", "C", "C", "H", "F", "F", "H", "C", "C", "C", "C", "H", "F", "F", "H", "C", "C", "O", "C", "C", "H", "O", "H", "H", "C", "C", "H", "H", "C", "H"], "xyz": [[3.359, 2.296, -2.979], [0.429, -0.599, 0.608], [-3.461, -1.733, 7.665], [2.702, 3.220, -4.804], [1.254, -0.405, -0.644], [-2.285, -0.377, -3.579], [1.571, -2.939, -0.636], [-3.367, -1.549, 5.013], [0.832, -0.347, 1.882], [2.590, 1.519, -3.002], [-4.284, -2.215, 2.292], [-5.252, -2.176, -3.195], [1.975, -1.604, -1.220], [-5.088, -0.074, 4.660], [0.683, 1.376, -2.423], [-6.322, -1.997, 3.039], [-4.396, -2.997, 0.122], [-2.777, -0.624, 5.940], [-2.122, -2.412, 1.799], [4.264, 1.872, -2.533], [-1.024, -1.108, 0.046], [0.358, 0.326, -1.665], [2.160, -3.729, -1.033], [-4.984, -3.465, 3.937], [6.864, 5.363, -5.476], [-1.726, -0.913, 6.050], [6.773, 4.811, -4.231], [5.888, 3.568, -4.217], [3.630, 2.824, -4.376], [-3.527, -2.326, -0.294], [-2.970, -0.057, 8.018], [6.309, 5.799, -3.412], [8.052, 4.560, -3.832], [3.028, 3.105, -2.319], [-4.540, -1.148, 4.426], [-2.306, -0.799, -2.478], [4.565, 3.914, -4.333], [-2.218, -2.018, 0.702], [-5.032, -2.198, 3.434], [-4.516, -0.400, 7.217], [6.287, 2.409, -4.144], [0.605, -3.148, -1.028], [3.983, 2.035, -5.048], [-3.536, -1.728, -1.855], [-3.467, -0.704, 7.290], [3.124, -1.461, -1.050], [-2.791, 0.394, 5.537], [-1.041, -0.506, -1.479], [1.746, -1.635, -2.391]], "lowdin_charge": [-0.07, -0.21, 0.08, 0.13, -0.06, 0.11, -0.02, 0.01, -0.01, 0.04, 0.08, 0.68, -0.24, 0.15, 0.00, 0.15, 0.09, -0.21, 0.11, 0.08, -0.01, -0.19, 0.09, 0.15, 0.14, 0.13, -0.47, -0.33, -0.20, -0.06, 0.08, 0.14, 0.14, 0.09, -0.32, -0.03, 0.01, 0.04, -0.46, 0.08, 0.14, 0.08, 0.13, -0.60, -0.06, 0.14, 0.13, -0.02, 0.14], "e_homo_ha": -0.3382, "e_lumo_ev": -1.62, "gap_ha": 0.2786, "energy_ev": -57564.118, "spin_multiplicity": 1}

=====

(2)
{"formula": "C3H8Si2", "method": "ωB97M-V/def2-TZVPD", "species": ["H", "H", "H", "C", "C", "H", "H", "H", "C", "Si", "Si", "H", "H"], "xyz": [[-2.488, -1.082, 1.218], [2.958, 0.314, -0.484], [-0.282, 1.960, 1.720], [-0.008, 1.510, 0.806], [-0.079, 1.973, -0.395], [1.667, -1.700, 0.894], [-2.304, -0.330, -0.986], [0.061, 1.795, -1.425], [0.059, 0.112, 0.394], [1.720, -0.524, -0.063], [-1.541, -0.911, 0.140], [-1.297, -2.226, -0.391], [1.535, -0.889, -1.429]], "lowdin_charge": [-0.10, -0.05, 0.08, -0.35, 0.12, -0.05, -0.07, 0.06, -0.61, 0.56, 0.61, -0.10, -0.10], "e_homo_ha": -0.3132, "de_lowest_ev": 4.310, "e_lumo_ev": 0.10, "gap_ha": 0.3167, "energy_ev": -18989.908, "spin_multiplicity": 1}

=====

(3)
{"formula": "C10H11FeNO5", "method": "ωB97M-V/def2-TZVPD", "species": ["H", "N", "H", "O", "C", "C", "C", "H", "H", "H", "H", "H", "C", "O", "O", "O", "H", "H", "O", "C", "H", "C", "C", "C", "H", "C", "C", "Fe"], "xyz": [[-0.755, -0.886, -0.361], [-0.344, -0.576, 0.509], [0.684, 2.175, 1.660], [1.078, 0.837, -5.393], [-1.304, -0.841, -3.297], [-1.067, -0.837, 1.732], [-0.214, 1.041, 3.262], [-2.009, -1.341, 1.494], [-2.212, 0.255, 3.214], [-1.785, 1.201, 1.788], [-0.560, 1.935, 3.806], [-0.522, -1.519, 2.401], [0.998, 1.416, 2.386], [0.903, -2.595, -4.832], [-2.505, 1.310, -4.677], [-1.664, -1.906, -3.025], [2.659, 0.532, 1.410], [0.123, 0.307, 4.018], [1.516, -0.230, -0.708], [1.641, 0.233, 1.663], [1.728, 1.927, 3.031], [1.484, -2.174, -3.934], [-1.399, 0.454, 2.500], [-1.768, 0.407, -4.780], [1.712, -0.594, 2.376], [0.414, 0.840, -4.456], [0.950, -0.215, 0.406], [2.215, -1.156, -2.193]], "lowdin_charge": [0.16, 0.22, 0.14, 0.12, -0.12, -0.05, -0.11, 0.17, 0.17, 0.15, 0.20, 0.18, -0.11, 0.24, 0.16, 0.11, 0.16, 0.15, -0.05, -0.04, 0.16, 0.07, -0.07, -0.08, 0.16, -0.04, -0.31, 1.24], "e_homo_ha": [-0.7249, -0.7221], "de_lowest_ev": 0.317, "e_lumo_ev": [-12.21, -16.87], "gap_ha": [0.2763, 0.1022], "charge": 3, "energy_ev": -56625.487, "spin_multiplicity": 6}

=====

(4)
{"formula": "C10H16N3P", "method": "ωB97M-V/def2-TZVPD", "species": ["N", "C", "C", "H", "C", "C", "H", "H", "C", "H", "N", "N", "H", "C", "C", "H", "C", "H", "C", "P", "H", "H", "C", "H", "H", "H", "H", "H", "H", "H"], "xyz": [[-0.552, 1.016, -0.270], [-2.010, 2.107, 1.243], [2.809, -1.700, 1.735], [1.440, -1.120, -3.160], [-1.321, 1.065, 0.802], [-2.653, 1.771, 2.525], [-3.024, -0.441, 3.243], [-1.410, 1.399, -2.445], [1.693, -0.040, -2.868], [-0.817, 0.033, -3.552], [1.965, -1.255, 0.850], [0.586, 0.478, -2.115], [1.527, -2.774, -0.665], [0.502, 0.528, -0.744], [-2.504, 0.303, 2.629], [-1.917, 3.181, 0.860], [-1.637, -0.078, 1.703], [-2.040, 2.105, 3.406], [-0.475, 0.904, -2.999], [2.123, 0.243, 0.116], [-0.024, -2.089, 0.043], [-3.701, 2.170, 2.629], [1.089, -2.223, 0.229], [0.863, -2.992, 1.045], [-1.465, -1.078, 1.419], [3.589, -0.978, 2.071], [1.829, 0.597, -3.855], [0.072, 1.591, -3.601], [2.765, 0.085, -2.432], [2.698, -2.808, 2.158]], "lowdin_charge": [0.10, -0.08, -0.15, 0.10, -0.34, -0.22, 0.11, 0.14, -0.15, 0.08, -0.56, -0.26, 0.10, -0.54, -0.11, 0.13, -0.04, 0.14, -0.06, 1.05, 0.08, 0.13, -0.17, 0.09, 0.07, 0.04, 0.11, 0.06, 0.07, 0.10], "e_homo_ha": [-0.2133, -0.2680], "e_lumo_ev": [0.75, -0.85], "gap_ha": [0.2408, 0.2368], "energy_ev": -24381.621, "spin_multiplicity": 3}

=====

(5)
{"formula": "C9H18Cl6N2O2", "method": "ωB97M-V/def2-TZVPD", "species": ["H", "H", "H", "Cl", "Cl", "C", "H", "H", "H", "H", "H", "H", "H", "N", "C", "O", "H", "H", "Cl", "C", "H", "H", "C", "C", "Cl", "H", "H", "Cl", "H", "N", "C", "O", "C", "C", "Cl", "C", "H"], "xyz": [[17.655, 18.065, -23.574], [18.138, 9.214, -17.869], [19.155, 17.703, -23.199], [18.353, 15.188, -23.839], [17.422, 13.017, -21.923], [18.025, 14.683, -22.105], [21.117, 19.502, -23.716], [20.480, 19.923, -22.107], [20.905, 21.157, -23.288], [21.488, 18.648, -18.519], [20.225, 17.857, -20.426], [21.438, 17.029, -18.392], [18.112, 18.537, -22.083], [19.056, 19.785, -23.661], [19.064, 10.933, -19.881], [21.672, 9.729, -20.015], [18.705, 7.768, -18.658], [19.589, 11.713, -20.433], [19.996, 18.032, -16.681], [20.749, 9.092, -19.539], [18.154, 10.893, -20.479], [19.051, 21.175, -25.132], [18.421, 8.805, -18.838], [19.685, 17.867, -19.479], [16.708, 15.780, -21.436], [20.753, 8.116, -19.029], [18.934, 17.083, -19.582], [19.493, 14.721, -21.154], [18.771, 11.424, -18.953], [19.518, 9.584, -19.503], [18.390, 20.570, -24.492], [17.205, 20.371, -24.718], [18.499, 18.568, -23.102], [20.744, 17.869, -18.349], [18.682, 19.333, -19.510], [20.455, 20.172, -23.168], [17.516, 8.753, -19.443]], "lowdin_charge": [0.06, 0.08, 0.04, 0.53, 0.55, -1.90, 0.08, 0.06, 0.08, 0.07, 0.05, 0.07, 0.03, -0.15, -0.07, 0.01, 0.08, 0.05, 0.49, -0.37, 0.03, 0.14, -0.05, -0.68, 0.50, 0.13, 0.02, 0.57, 0.09, -0.16, -0.37, 0.00, -0.11, -0.60, 0.56, -0.01, 0.08], "e_homo_ha": -0.3426, "de_lowest_ev": 2.308, "e_lumo_ev": -0.51, "gap_ha": 0.3238, "energy_ev": -91832.487, "spin_multiplicity": 1}